Molecular formula: C3H11NO2
Method: DFT, ωB97M-V with the def2-TZVPD basis set

The geometry in XYZ format:
```
17
Properties=species:S:1:pos:R:3:forces:R:3
C -1.600 0.914 -1.197 0.0 0.1 1.0
N -0.699 0.267 -0.597 0.0 -0.3 -0.3
C 0.585 0.215 -1.259 1.4 -0.4 0.1
C 1.777 0.038 -0.316 0.2 0.8 0.7
H -1.424 1.471 -2.113 -0.1 0.0 -0.3
H -2.551 0.988 -0.681 -0.3 0.1 -0.3
H 0.789 1.126 -1.829 -0.2 0.0 -0.1
H 0.671 -0.618 -1.963 -0.6 0.0 0.0
H 2.691 0.129 -0.894 0.2 -0.1 -0.1
H 1.867 -0.859 0.299 -0.5 -0.4 -0.4
H 1.840 0.848 0.422 -0.1 0.1 -0.2
O -0.133 0.951 2.608 -0.1 -0.6 0.0
H -0.585 0.176 2.970 -0.1 0.3 0.3
H 0.297 0.545 1.848 0.1 0.3 -0.3
O -1.479 -2.269 1.030 -0.3 0.1 0.4
H -1.384 -1.306 0.993 0.1 -0.1 -0.4
H -0.661 -2.616 0.677 0.2 0.0 -0.1
```
Forces are in eV/Å.

- Frontier orbital gap: 11.204 eV
- Electronic energy: -8873.5917 eV
- Maximum force: 1.4 eV Å⁻¹
- Spin multiplicity: 1
- HOMO: -0.3818 hartree
- Charge: 0

The net atomic charges from natural (NBO), expressed in e, are: atom 1 (C): -0.030, atom 2 (N): -0.429, atom 3 (C): -0.263, atom 4 (C): -0.621, atom 5 (H): 0.150, atom 6 (H): 0.182, atom 7 (H): 0.180, atom 8 (H): 0.203, atom 9 (H): 0.220, atom 10 (H): 0.209, atom 11 (H): 0.203, atom 12 (O): -0.932, atom 13 (H): 0.466, atom 14 (H): 0.466, atom 15 (O): -0.951, atom 16 (H): 0.483, atom 17 (H): 0.464

Molecular formula: C3H11NO2S
Method: DFT, ωB97M-V with the def2-TZVPD basis set

The geometry in XYZ format:
```
18
Properties=species:S:1:pos:R:3:forces:R:3
O 3.379 -1.253 -0.798 0.1 -0.1 -0.1
C 2.563 -0.154 -0.406 0.3 -0.8 -0.2
N 1.414 0.018 -1.252 -0.4 0.2 1.2
C 0.121 -0.137 -0.583 -0.4 1.0 -1.2
C -0.225 1.225 0.077 -0.4 -1.0 -1.1
S -2.008 1.602 0.213 0.0 -0.2 0.9
H 4.119 -0.975 -1.343 -0.1 0.2 0.0
H 2.228 -0.439 0.590 -0.2 0.2 0.2
H 3.163 0.748 -0.314 0.2 0.2 -0.2
H 1.456 -0.392 -2.161 0.3 -0.4 -0.2
H -0.586 -0.291 -1.401 -0.2 -0.1 0.1
H -0.002 -0.977 0.100 0.4 -0.1 0.2
H 0.321 1.274 1.003 -0.3 0.5 0.6
H 0.128 1.966 -0.608 0.6 0.5 -0.2
H -2.386 1.229 -1.016 0.3 0.0 -0.1
O -4.369 -1.471 2.651 0.0 -0.5 0.0
H -4.002 -0.593 2.747 -0.1 0.3 -0.1
H -5.314 -1.380 2.503 0.1 0.2 0.0
```
Forces are in eV/Å.

- Frontier orbital gap: 9.749 eV
- Electronic energy: -19708.7827 eV
- Maximum force: 1.7 eV Å⁻¹
- Spin multiplicity: 1
- HOMO: -0.3295 hartree
- Charge: 0

The net atomic charges from natural (NBO), expressed in e, are: atom 1 (O): -0.729, atom 2 (C): 0.098, atom 3 (N): -0.668, atom 4 (C): -0.221, atom 5 (C): -0.520, atom 6 (S): -0.062, atom 7 (H): 0.471, atom 8 (H): 0.158, atom 9 (H): 0.148, atom 10 (H): 0.386, atom 11 (H): 0.193, atom 12 (H): 0.187, atom 13 (H): 0.221, atom 14 (H): 0.219, atom 15 (H): 0.119, atom 16 (O): -0.943, atom 17 (H): 0.474, atom 18 (H): 0.469

Molecular formula: C3H11NO2S
Method: DFT, ωB97M-V with the def2-TZVPD basis set

The geometry in XYZ format:
```
18
Properties=species:S:1:pos:R:3:forces:R:3
N -0.391 -0.136 -0.279 -0.7 -1.1 -0.8
C -0.026 0.230 1.089 -1.8 0.1 -1.4
C -0.810 -0.813 1.997 0.0 6.0 1.6
O -1.942 0.155 2.423 -0.2 -2.5 -0.1
C 1.377 0.043 1.367 0.1 -0.2 -1.0
S 2.631 1.203 0.504 2.1 -0.7 0.9
H 0.090 0.296 -1.024 1.6 0.7 -0.4
H -1.334 0.089 -0.585 -0.3 -0.2 1.1
H -0.210 1.302 1.127 -1.0 0.1 1.4
H -1.101 -1.633 1.392 -1.0 -0.5 -0.2
H -0.217 -1.113 2.890 -0.6 0.1 -0.6
H -1.638 0.980 2.839 0.6 -0.9 -0.4
H 1.497 0.096 2.445 0.7 0.7 0.0
H 1.340 -1.021 1.138 2.1 -0.3 -0.7
H 2.529 2.221 -0.452 -1.8 -1.2 0.6
O -2.723 -1.692 -6.272 -3.2 1.0 -2.5
H -2.513 -2.133 -5.501 1.1 -1.5 2.6
H -3.725 -1.842 -6.309 2.2 0.5 -0.2
```
Forces are in eV/Å.

- Frontier orbital gap: 9.593 eV
- Electronic energy: -19706.2869 eV
- Maximum force: 6.2 eV Å⁻¹
- Spin multiplicity: 1
- HOMO: -0.3413 hartree
- Charge: 0

The net atomic charges from natural (NBO), expressed in e, are: atom 1 (N): -0.869, atom 2 (C): -0.090, atom 3 (C): -0.053, atom 4 (O): -0.762, atom 5 (C): -0.436, atom 6 (S): -0.210, atom 7 (H): 0.362, atom 8 (H): 0.369, atom 9 (H): 0.181, atom 10 (H): 0.214, atom 11 (H): 0.172, atom 12 (H): 0.473, atom 13 (H): 0.227, atom 14 (H): 0.227, atom 15 (H): 0.194, atom 16 (O): -0.925, atom 17 (H): 0.459, atom 18 (H): 0.465

Molecular formula: C3H11NO2Si
Method: DFT, ωB97M-V with the def2-TZVPD basis set

The geometry in XYZ format:
```
18
Properties=species:S:1:pos:R:3:forces:R:3
C -1.899 1.181 0.392 0.8 -0.7 -0.2
C -0.078 -0.037 -1.833 0.0 0.0 0.6
C -0.699 -1.682 0.724 0.2 0.5 -0.2
N 2.650 0.461 0.635 0.0 -0.7 -0.7
O 3.157 -0.354 -0.163 -1.2 1.1 1.1
O 0.796 0.855 0.827 2.6 0.4 0.5
Si -0.369 0.074 0.049 -1.9 -0.6 -1.0
H -1.680 2.223 0.197 0.1 0.2 -0.1
H -2.716 0.871 -0.247 -0.3 -0.1 -0.1
H -2.204 1.083 1.427 -0.1 0.0 0.2
H 0.983 -0.146 -2.039 0.2 -0.1 -0.1
H -0.580 -0.897 -2.267 -0.1 -0.1 0.0
H -0.426 0.849 -2.354 -0.1 0.2 0.0
H -1.614 -1.727 1.308 -0.1 0.1 0.1
H -0.788 -2.413 -0.074 0.0 -0.1 -0.2
H 0.112 -2.009 1.368 0.2 0.0 0.1
H 2.611 0.204 1.629 -0.1 0.1 -0.2
H 2.743 1.462 0.421 -0.2 -0.3 0.1
```
Forces are in eV/Å.

- Frontier orbital gap (spin up / spin down): 8.585 / 8.598 eV
- Electronic energy: -16749.9229 eV
- Maximum force: 2.7 eV Å⁻¹
- Spin multiplicity: 1
- HOMO (spin up / spin down): -0.3480 / -0.3482 hartree
- Charge: 0

The net atomic charges from natural (NBO), expressed in e, are: atom 1 (C): -1.090, atom 2 (C): -1.129, atom 3 (C): -1.130, atom 4 (N): 0.022, atom 5 (O): -0.363, atom 6 (O): -1.024, atom 7 (Si): 1.842, atom 8 (H): 0.232, atom 9 (H): 0.226, atom 10 (H): 0.229, atom 11 (H): 0.236, atom 12 (H): 0.232, atom 13 (H): 0.233, atom 14 (H): 0.235, atom 15 (H): 0.233, atom 16 (H): 0.231, atom 17 (H): 0.392, atom 18 (H): 0.393

Molecular formula: C3H11NO3
Method: DFT, ωB97M-V with the def2-TZVPD basis set

The geometry in XYZ format:
```
18
Properties=species:S:1:pos:R:3:forces:R:3
N -0.833 -0.995 -0.861 -0.4 -1.8 0.1
C -1.061 -0.186 0.257 0.1 0.5 0.9
C -2.134 0.839 -0.080 0.6 0.3 -1.2
O -3.399 0.293 -0.293 -0.4 -3.0 0.3
C 0.234 0.564 0.444 1.1 -0.2 2.9
O 1.353 -0.267 0.859 -0.7 -1.2 1.8
H -0.009 -1.355 -1.229 2.3 -0.3 0.8
H -1.401 -0.984 -1.622 -2.7 0.5 -1.9
H -1.402 -0.800 1.161 0.6 0.8 -0.7
H -2.313 1.544 0.684 0.7 1.1 1.1
H -1.804 1.336 -1.024 -0.2 0.0 0.6
H -3.300 -0.637 0.074 -0.8 1.5 -0.8
H 0.480 0.936 -0.510 0.5 0.5 -1.1
H 0.245 1.389 1.169 -0.7 0.0 -0.2
H 1.173 -0.678 1.792 0.3 1.3 -2.7
O 5.127 -0.334 -0.286 0.7 -0.1 -0.5
H 4.494 -0.552 -0.962 -0.2 -0.2 -0.7
H 4.552 -0.114 0.427 -0.6 0.4 1.2
```
Forces are in eV/Å.

- Frontier orbital gap: 9.848 eV
- Electronic energy: -10920.3483 eV
- Maximum force: 3.4 eV Å⁻¹
- Spin multiplicity: 1
- HOMO: -0.3396 hartree
- Charge: 0

The net atomic charges from natural (NBO), expressed in e, are: atom 1 (N): -0.876, atom 2 (C): -0.102, atom 3 (C): -0.058, atom 4 (O): -0.708, atom 5 (C): -0.058, atom 6 (O): -0.743, atom 7 (H): 0.386, atom 8 (H): 0.368, atom 9 (H): 0.164, atom 10 (H): 0.172, atom 11 (H): 0.165, atom 12 (H): 0.465, atom 13 (H): 0.186, atom 14 (H): 0.168, atom 15 (H): 0.470, atom 16 (O): -0.931, atom 17 (H): 0.464, atom 18 (H): 0.467

Molecular formula: C3H11NO3
Method: DFT, ωB97M-V with the def2-TZVPD basis set

The geometry in XYZ format:
```
18
Properties=species:S:1:pos:R:3:forces:R:3
C -1.384 -1.717 1.208 0.0 -0.4 0.4
N -0.707 -0.827 0.286 -0.9 0.9 0.4
C -1.420 -0.540 -0.969 2.0 -1.0 -0.4
C -0.400 0.261 -1.844 -1.5 0.0 -0.5
O -0.399 1.456 -1.739 0.3 0.2 0.2
H -2.148 -1.208 1.799 0.1 0.3 0.0
H -1.915 -2.586 0.793 0.2 0.0 -0.5
H -0.627 -2.119 1.881 -0.1 0.1 0.2
H 0.234 -1.140 0.100 0.0 -0.1 -0.1
H -2.271 0.132 -0.971 -0.2 -0.1 0.9
H -1.689 -1.554 -1.309 -0.3 0.5 -1.0
H 0.189 -0.177 -2.668 0.2 -0.6 0.4
O 0.656 1.061 1.893 0.2 0.6 0.7
H 0.570 1.671 2.653 -0.2 -0.7 -0.7
H -0.183 0.604 1.706 0.2 0.3 -0.1
O 2.999 0.241 0.277 0.2 -0.3 -0.2
H 2.343 0.934 0.374 -0.3 0.2 0.3
H 3.849 0.687 0.272 0.0 0.0 0.0
```
Forces are in eV/Å.

- Frontier orbital gap: 10.177 eV
- Electronic energy: -10920.7660 eV
- Maximum force: 2.3 eV Å⁻¹
- Spin multiplicity: 1
- HOMO: -0.3436 hartree
- Charge: 0

The net atomic charges from natural (NBO), expressed in e, are: atom 1 (C): -0.419, atom 2 (N): -0.646, atom 3 (C): -0.316, atom 4 (C): 0.424, atom 5 (O): -0.499, atom 6 (H): 0.188, atom 7 (H): 0.169, atom 8 (H): 0.212, atom 9 (H): 0.379, atom 10 (H): 0.217, atom 11 (H): 0.176, atom 12 (H): 0.125, atom 13 (O): -0.982, atom 14 (H): 0.472, atom 15 (H): 0.499, atom 16 (O): -0.956, atom 17 (H): 0.491, atom 18 (H): 0.465